Record 1
Density functional theory data (the ωB97M-V functional and the def2-TZVPD basis) for a 6-piece molecular cluster, C39H55FN6O3P overall.

Values from the calculation:
Multiplicity = 1
HOMO level = -4.468 eV
Charge = -1
Orbital gap = 6.36 eV

```
105
Properties=species:S:1:pos:R:3:forces:R:3:lowdin_charge:R:1
C 5.158 1.336 -0.321 -0.014 1.281 0.530 -0.14
O 4.128 1.003 -1.282 1.109 -0.629 0.226 -0.25
C 3.962 -0.436 -1.407 0.388 -1.083 1.887 -0.22
C 2.722 -0.876 -0.486 -0.591 0.608 -0.677 -0.18
C 1.336 -1.096 -1.308 0.374 -0.351 1.867 -0.20
C 0.145 -0.656 -0.273 1.034 -1.430 -0.989 -0.26
C -1.065 -1.682 -0.458 1.480 -0.188 -0.566 -0.33
P -2.843 -0.970 -0.385 -0.652 -0.385 -1.306 0.47
C -2.470 0.257 1.035 0.440 2.005 3.153 -0.27
C -1.911 -0.344 2.386 -1.047 -0.077 1.146 -0.25
O -2.572 -0.743 3.383 1.779 1.088 -2.924 -0.07
C -2.501 0.327 -1.778 0.744 -0.092 -1.448 -0.34
C -3.776 0.462 -2.739 0.852 0.647 -0.705 -0.27
C -4.643 1.801 -2.556 -0.609 -0.399 0.077 -0.20
C -4.670 2.418 -1.078 -1.122 1.178 -0.457 -0.28
N -5.611 1.699 -0.136 0.742 0.516 -0.656 -0.04
C -3.486 -2.369 0.794 -0.478 -0.674 0.717 -0.25
C -4.843 -2.026 1.559 -2.123 -4.075 0.901 -0.37
O -5.679 -2.959 1.722 2.782 4.055 -0.459 0.00
F -5.207 -0.787 2.132 1.188 -1.909 -1.422 0.01
H 5.160 0.668 0.608 -0.048 0.639 -1.374 0.10
H 6.207 1.390 -0.787 -1.426 -0.419 0.546 0.07
H 4.940 2.403 0.066 0.213 -1.645 -0.715 0.10
H 3.852 -0.807 -2.478 0.091 0.926 1.269 0.12
H 4.910 -0.910 -0.941 -1.315 0.477 -1.050 0.11
H 2.943 -1.802 0.159 -0.269 1.327 -1.069 0.12
H 2.506 0.004 0.229 0.656 -1.332 -1.034 0.11
H 1.304 -0.497 -2.281 0.054 -0.903 1.326 0.11
H 1.221 -2.231 -1.482 0.181 1.865 -0.144 0.10
H 0.588 -0.815 0.771 -0.707 0.649 -1.364 0.08
H -0.061 0.436 -0.497 -0.057 -1.359 0.560 0.10
H -0.954 -2.124 -1.524 -0.375 0.684 1.602 0.07
H -0.869 -2.569 0.245 -0.341 1.185 -0.801 0.08
H -4.215 -0.471 -0.386 -0.154 -0.166 -0.056 -0.01
H -3.172 -1.883 -1.492 -0.192 0.026 -0.139 0.00
H -1.743 1.115 0.760 -0.834 -1.616 0.239 0.08
H -3.451 0.822 1.279 1.310 -1.208 -0.331 0.08
H -0.756 -0.405 2.491 -1.392 0.027 -0.349 0.11
H -2.098 1.323 -1.403 -0.672 -1.035 -0.623 0.06
H -1.659 -0.141 -2.423 -1.146 0.815 0.914 0.07
H -3.364 0.493 -3.818 -0.832 -0.062 1.651 0.06
H -4.436 -0.468 -2.683 0.865 1.143 0.290 0.09
H -4.367 2.603 -3.341 -0.057 -1.223 1.378 0.08
H -5.736 1.516 -2.809 1.541 0.600 0.421 0.10
H -3.642 2.578 -0.605 -1.295 -0.577 -0.757 0.09
H -5.127 3.478 -1.184 0.918 -1.427 0.037 0.10
H -6.364 2.328 0.159 0.319 -0.668 -0.406 0.05
H -5.958 0.829 -0.555 0.120 0.614 0.408 0.05
H -2.668 -2.811 1.471 -1.526 0.904 -0.342 0.08
H -3.773 -3.271 0.126 0.200 1.608 1.067 0.09
N -2.944 1.963 -5.730 -0.110 0.139 -0.824 0.06
C -2.777 0.917 -6.553 0.003 0.345 0.492 -0.14
C -3.067 0.947 -7.908 -0.056 0.138 -0.055 -0.08
C -3.561 2.126 -8.447 -0.019 0.004 -0.089 -0.09
C -3.745 3.223 -7.618 0.017 -0.113 -0.085 -0.08
C -3.422 3.091 -6.277 0.219 -0.419 0.375 -0.15
H -2.391 0.017 -6.084 -0.024 -0.004 -0.035 0.11
H -2.910 0.072 -8.526 -0.003 0.024 0.056 0.10
H -3.801 2.189 -9.503 0.010 -0.004 0.060 0.10
H -4.130 4.158 -8.005 0.016 -0.032 0.043 0.10
H -3.545 3.922 -5.589 -0.022 0.005 -0.053 0.10
N 9.347 1.974 -3.387 -0.671 0.514 -0.282 0.04
C 8.047 1.771 -3.119 0.571 -0.043 -0.073 -0.15
C 7.049 2.692 -3.394 -0.041 0.107 -0.036 -0.07
C 7.413 3.898 -3.976 -0.033 0.059 -0.020 -0.07
C 8.750 4.135 -4.261 -0.124 -0.056 0.033 -0.07
C 9.671 3.148 -3.951 0.027 -0.494 0.200 -0.15
H 7.813 0.814 -2.662 -0.065 0.027 -0.029 0.10
H 6.015 2.473 -3.159 0.043 -0.040 0.023 0.10
H 6.661 4.646 -4.205 0.039 -0.057 0.020 0.11
H 9.069 5.065 -4.714 0.016 -0.059 0.021 0.10
H 10.728 3.285 -4.158 -0.027 0.056 0.009 0.11
N -6.890 -0.794 7.114 0.383 0.182 -0.301 0.04
C -6.521 -1.587 6.094 -0.178 0.342 0.421 -0.17
C -5.536 -1.257 5.177 0.028 -0.032 0.074 -0.06
C -4.894 -0.035 5.315 0.174 0.256 -0.080 -0.06
C -5.258 0.805 6.358 -0.098 -0.219 -0.044 -0.08
C -6.253 0.382 7.225 -0.315 -0.449 0.054 -0.18
H -7.053 -2.530 6.025 0.003 0.022 -0.055 0.09
H -5.277 -1.937 4.375 -0.034 0.087 0.021 0.09
H -4.120 0.259 4.616 -0.096 -0.158 -0.004 0.08
H -4.778 1.767 6.495 -0.032 -0.033 0.006 0.10
H -6.569 1.002 8.058 0.030 0.027 -0.025 0.09
N -5.664 -7.657 7.172 0.079 0.587 -0.069 0.04
C -5.964 -7.047 6.014 0.091 -0.353 0.453 -0.16
C -5.795 -5.690 5.790 0.019 0.056 0.083 -0.06
C -5.290 -4.913 6.823 0.054 0.140 -0.008 -0.07
C -4.973 -5.517 8.031 -0.043 -0.019 -0.123 -0.07
C -5.175 -6.883 8.153 -0.190 -0.400 -0.332 -0.17
H -6.358 -7.695 5.238 0.014 0.069 -0.020 0.10
H -6.051 -5.251 4.834 0.025 -0.025 0.025 0.11
H -5.144 -3.847 6.688 0.013 -0.086 0.007 0.09
H -4.577 -4.941 8.858 -0.019 -0.037 -0.034 0.10
H -4.939 -7.402 9.077 0.006 0.062 0.003 0.10
N 12.954 1.663 -1.268 -0.241 0.050 0.685 0.05
C 11.612 1.598 -1.246 0.662 -0.040 -0.307 -0.15
C 10.857 1.658 -0.085 0.126 0.025 0.181 -0.07
C 11.522 1.790 1.125 -0.083 0.004 0.067 -0.09
C 12.908 1.858 1.131 -0.111 -0.004 -0.014 -0.09
C 13.572 1.792 -0.083 -0.137 -0.042 -0.549 -0.17
H 11.138 1.492 -2.214 -0.064 -0.037 0.167 0.07
H 9.776 1.603 -0.127 0.048 0.004 -0.054 0.10
H 10.966 1.839 2.055 0.037 -0.005 -0.050 0.10
H 13.460 1.960 2.057 -0.004 -0.004 -0.055 0.10
H 14.655 1.845 -0.131 -0.023 0.000 0.072 0.10
```
Positions in Å, forces in eV/Å.

***

Record 2
Density functional theory data (the ωB97M-V functional and the def2-TZVPD basis) for one molecule with the formula C2H2N2OS2.

Values from the calculation:
Multiplicity = 1
Relative energy (zero: lowest compared OMol25 entry of this formula, charge and spin) = 0.2715 eV
HOMO level = -8.933 eV
Orbital gap = 9.11 eV

```
9
Properties=species:S:1:pos:R:3:forces:R:3:lowdin_charge:R:1
O 1.273 -0.344 -1.962 0.911 0.194 -0.056 -0.04
C 0.686 -0.145 -0.941 -0.275 -0.599 0.229 -1.07
S 1.374 -0.044 0.683 0.956 -0.118 -0.314 0.95
N 0.230 0.568 1.753 -0.876 -0.230 -0.706 -0.31
C -1.003 0.298 1.536 -0.253 0.998 2.336 -0.42
N -1.576 -0.310 0.483 0.711 -0.273 -0.285 -0.32
S -1.038 0.042 -1.083 -0.842 0.434 -0.887 1.00
H -1.693 0.589 2.356 0.340 -0.252 -0.496 0.13
H -2.541 -0.536 0.518 -0.671 -0.154 0.177 0.08
```
Positions in Å, forces in eV/Å.

***

- Number 1 is which compound?
  C39H55FN6O3P

***

- Which value of orbital gap does entry 1 give?
  6.36 eV

***

- Which value of orbital gap does entry 2 give?
  9.11 eV